No. 1
ORCA calculation (ωB97M-V with the def2-TZVPD basis set) on a 11-piece molecular cluster, C34H78F3N10O12S overall at a distorted geometry.

Results
Net charge   -1
E_tot   -3490.66069 Ha
Molecular weight   908.117 g mol⁻¹

Last column: Mulliken charge in e.
Geometry (Å):
H -0.50608 -4.44024 -2.12365  0.4438
O 2.32181 -5.47864 -2.33204  -0.7530
C 4.70871 -2.96569 3.99623  -1.4485
H -1.20353 -2.59933 -6.25926  0.4844
H -0.43633 -3.14770 6.72062  0.2313
H -1.97676 -5.17959 2.80222  0.4657
N 3.28035 -3.49823 2.13408  -0.0536
H 7.85435 3.53302 -1.98948  0.2607
C 0.61131 2.57094 -5.42597  -0.8232
C -2.30393 -0.47330 5.65278  -1.6775
H -3.07261 2.42606 3.00056  0.5439
H 1.44105 3.08669 -0.33138  0.1182
H -2.24036 0.72393 -7.29656  0.3157
C 6.21480 2.31344 -2.59961  0.6566
C -1.43079 5.75717 0.11165  -1.6899
C 3.32176 -3.05740 -3.35379  -1.0724
H -2.52005 1.16768 1.82798  -0.1150
H 4.15194 -3.40574 -2.72104  0.2919
N 2.05224 -3.24352 -2.67939  0.3136
C -5.18541 -3.80888 -0.88116  -0.8281
N -5.08225 3.13307 1.55658  -0.2314
H -2.71000 -4.35165 5.06850  0.3814
H 0.01428 6.79479 -4.37260  0.3608
C -1.36974 -1.29364 4.74499  0.6851
C -1.59459 4.45064 -0.60035  0.6349
N -5.09864 -2.37048 -1.08119  -0.1012
H -5.88215 -1.81391 -0.80014  0.2935
N 5.24037 3.13922 -3.07174  -0.1015
H 7.83324 3.30537 -3.74975  0.3381
H 1.04592 1.82428 -4.75061  -0.0154
C 3.84551 2.91868 -2.83286  -0.4560
H -3.02385 -3.82632 2.23963  0.3776
H -0.66096 6.43996 -0.23969  0.2455
H 8.35338 1.98432 -2.71548  0.3188
H -5.14365 2.96207 3.72258  0.2640
H 5.47992 3.93618 -3.61081  0.2086
C -2.16645 -3.46484 5.43616  -0.6612
H -2.37891 6.24074 0.31302  0.4369
H 1.58386 -2.39170 -2.39307  -0.0177
H -1.47294 -4.16258 1.47545  0.1359
C 1.09141 0.91783 3.96313  -0.8166
N 1.86415 0.73655 5.19513  0.0299
H -6.11720 -3.98930 -0.35523  0.3440
C -0.95131 -1.82113 -5.52774  -0.5968
H 0.21483 6.08002 -2.81258  0.1602
H -1.29841 -4.58519 7.08392  0.4259
H 5.47662 -2.38628 3.49689  0.3138
H 1.41252 4.87235 -4.66691  0.1751
H 1.45329 3.02271 -5.98008  0.4567
H 3.35328 2.79033 -3.79678  0.1348
H -5.15706 -4.31904 -1.83960  0.2745
H 1.71552 -4.43131 0.99445  0.2551
O 1.48218 2.76222 6.02760  -0.6318
H -3.24658 -0.34492 5.11611  0.3485
O -2.48101 4.23142 -1.32210  -0.4992
H -2.23814 -0.64470 -9.11802  0.3506
C -1.56597 -0.49211 -5.86195  0.4886
H 5.05511 -4.01928 3.96593  0.4097
H 2.96704 2.04220 8.05209  0.3389
S 0.14052 0.43323 -2.00253  0.5695
H 3.27972 0.41368 7.36901  0.3177
C 0.37120 0.09935 -0.19248  -0.1791
H -0.24561 -3.62438 3.64895  0.1106
C -5.28498 3.68714 2.92270  -0.9214
H 3.45671 -2.03610 -3.67245  0.3346
H -2.09917 -1.71646 -2.43699  -0.5999
H 1.32884 -2.80804 1.54361  -0.2410
O -1.39983 3.47835 -4.61229  -0.5972
H -1.05857 5.48416 1.12872  0.3572
H -1.15065 -0.69755 3.85300  -0.4244
H -4.39872 -4.15525 -0.20526  0.1692
H 3.69233 1.98487 -2.31075  0.1325
N -1.80342 -0.16911 -7.17026  -0.1108
H -2.91040 -3.06350 6.13936  0.4220
H 4.58094 -2.80634 5.06075  0.3204
H 4.08034 -4.03294 1.87102  0.2338
O 1.27098 1.28511 -2.32993  -0.3360
H 1.21414 0.09853 3.28069  0.2296
H -0.77405 2.67784 -0.93719  -0.5928
H 2.33530 -0.14897 5.27090  0.2618
C 0.76614 3.87298 0.00118  -1.0197
C -0.20176 5.87829 -3.81822  -0.9014
O -4.02826 2.00557 0.00330  -0.4003
N -1.91382 -2.56671 4.36615  0.2171
C 3.37711 -2.83451 3.31410  0.6801
H -1.17621 -2.16572 -4.53767  -0.2715
O 0.19324 -0.88966 -2.58203  0.0666
H 2.45740 -3.13272 0.21589  0.1855
C -2.01342 -4.15496 2.44093  -1.4100
C 0.34762 -4.49665 -1.45480  -0.5962
C -4.01515 2.43137 1.05289  0.1460
C -1.19530 -3.19012 3.25459  0.7080
H -2.04934 2.86973 1.66215  0.1178
H -0.77795 -2.35771 2.68137  -0.4684
C -1.64683 -1.01659 -8.29930  -0.9930
H 0.13657 -1.64489 -5.56481  0.2210
O -4.21912 -0.44821 -1.94002  -0.6165
H -1.94107 -2.02608 -8.01546  0.2960
C -2.76217 -2.36142 -1.87969  0.5427
C 2.14138 -3.43948 1.22770  -0.1536
C 3.12465 1.46594 7.13540  -1.1083
F 1.68702 -0.03361 0.15235  -0.2130
O 6.01618 1.28962 -2.07050  -0.5706
H -5.89468 3.18355 0.97035  0.2986
H 3.41620 3.73951 -2.27038  0.2049
H -2.45168 -1.05405 6.56391  0.3797
F -0.27273 0.97370 0.63571  0.0644
H 0.06821 1.09688 4.31427  0.0362
H -0.34903 -1.41483 5.18886  0.1211
H 4.07041 1.90557 6.78588  0.2493
N 0.45757 4.79482 -4.39064  -0.1185
H 0.03140 1.98646 -6.12815  0.0707
H 0.91096 4.16074 1.04484  0.3546
O -1.86924 0.26754 -5.00919  -0.3860
H -1.24886 5.66594 -3.66963  0.3311
O 2.51232 -2.14308 3.80295  -0.4831
H 0.25035 -5.36177 -0.78853  0.3708
F -0.22737 -1.13002 0.04056  -0.2547
C 7.65922 2.81160 -2.78926  -1.1517
C 1.66659 -4.44420 -2.16826  0.4711
C -0.97037 -3.97310 6.22929  -1.0209
C -4.07205 -1.63423 -1.62999  0.1242
H -1.92183 0.52614 5.82681  0.4507
H -0.58923 -1.08724 -8.57027  0.2647
H -6.25031 4.16442 2.95206  0.3185
C 2.03824 1.71482 6.10071  0.6732
H -0.28943 -4.60424 5.65984  0.2680
H -2.90229 -3.29654 -2.43211  0.5178
H 0.15230 -3.75044 -0.65849  -0.1964
N -0.60992 3.54456 -0.38724  1.3971
H 1.12691 4.73204 -0.61667  0.2062
H -2.36071 -2.48565 -0.86653  -0.1536
O -1.09774 1.09902 -2.09443  -0.7456
H -4.52693 4.47281 3.08096  0.2903
H 3.40011 -3.70227 -4.24150  0.3344
C -2.85382 2.18666 1.96035  -0.3077
C -0.19842 3.59605 -4.68129  0.9386
H 1.33821 1.86351 3.46550  0.4442

No. 2
ORCA calculation (ωB97M-V with the def2-TZVPD basis set) on an isolated molecule of C8H12N2O.

Results
Net charge   0
E_tot   -496.79256 Ha
Structure (SMILES)   C/C(=N\C(N)=O)[C@H]1C=CCC1
Molecular weight   152.197 g mol⁻¹

Last column: natural (NBO) charge in e.
Geometry (Å):
H -1.43426 -2.24795 -0.51079  0.2130
N -0.61338 1.08465 -1.10559  -0.5137
C -0.07489 -1.01678 2.19433  -0.1648
C -0.69987 2.20602 -1.91035  0.7628
O -0.76508 2.16511 -3.11826  -0.6248
H 0.88941 -1.69366 -0.56328  0.2167
C 0.25894 -0.91051 -0.12608  -0.3237
C -1.18056 -1.39564 0.11789  -0.3952
H 1.74876 1.55012 -2.05860  0.2348
C 1.73126 0.58544 -1.55764  -0.6935
H 2.50058 0.55854 -0.78830  0.2256
C 0.74886 -0.57920 1.25797  -0.1882
H -1.17163 -2.80174 1.79573  0.2077
H -1.85881 -0.57567 -0.12494  0.2384
N -0.78621 3.36764 -1.19710  -0.8366
H -2.19373 -1.39279 2.07431  0.2131
H 1.95981 -0.19065 -2.28753  0.2379
H 0.06473 -0.91699 3.25740  0.2102
H 1.67863 -0.06325 1.42382  0.2083
C -1.25964 -1.72601 1.61787  -0.4381
C 0.38056 0.32050 -0.96714  0.4138
H -1.06705 4.18986 -1.70082  0.4005
H -0.95952 3.33857 -0.20746  0.3959

No. 3
ORCA calculation (ωB97M-V with the def2-TZVPD basis set) on C28H42MnN2O9P2 as an isolated structure.

Results
Net charge   0
2S+1   6
E_tot   -3712.67111 Ha
Molecular weight   667.535 g mol⁻¹

Last column: Löwdin spin population.
Geometry (Å):
O -0.15129 -1.98456 2.88240  0.0024
H -4.47615 1.32968 0.29730  0.0115
H -0.16820 2.60673 -4.14120  0.0000
H 1.96392 3.92931 2.70662  0.0001
O 0.76305 -1.30346 0.79614  -0.0036
H 1.76243 -0.06748 2.69262  0.0004
H 1.62694 2.17861 2.81590  0.0008
C 4.30092 1.14201 -1.00686  0.0006
H -3.23341 -0.68856 0.61865  0.0144
C -3.43716 1.37225 0.61116  0.2272
H 3.40249 2.77004 0.08254  0.0000
H -3.14290 -3.77264 4.73349  0.0001
C -2.50964 -0.04157 -1.21718  0.0298
P -0.75220 -1.69027 1.40734  0.0211
H -3.84200 3.15780 1.59333  -0.0052
C 0.60751 2.32152 -3.42872  0.0004
C 4.57267 1.58876 1.45469  0.0001
H 0.73093 1.24086 -3.47494  0.0001
C -0.29254 1.13038 0.74383  0.2599
H 2.80396 -0.76219 3.94353  0.0000
O -0.92767 -2.69030 0.18341  0.0108
O 0.09303 -2.38657 -2.70398  0.0432
C -2.62394 0.15879 0.27072  0.0538
H 4.11431 2.02885 2.34060  0.0000
C 3.67776 1.72623 0.24443  0.0015
H -2.49529 -4.37185 3.19770  0.0000
C 1.77633 -0.69651 3.58035  0.0000
H 0.87072 -3.53354 -4.65050  -0.0001
H 1.79855 -2.48458 2.40459  0.0001
H -0.21456 4.53225 -0.88159  0.0003
H -0.71962 2.27204 -1.74100  0.0021
C 0.32942 -3.34742 -6.72596  0.0001
C -3.05742 2.45712 1.33104  0.0117
C -1.74948 2.89098 1.69681  0.2954
H 1.02721 -4.10466 -7.06031  0.0000
H 5.52366 2.09034 1.27033  0.0000
H -1.68071 -0.88613 4.43681  0.0001
N -1.58052 -0.83310 -3.11667  0.0121
H 0.97910 4.76475 -2.16977  0.0003
C 0.24672 -3.03219 -5.37712  0.0001
C -2.72238 -1.04252 4.16570  0.0001
C -2.45502 -3.55010 3.91419  0.0003
C -0.71626 -1.73583 -3.49149  0.0073
C -0.64823 -2.06225 -4.93990  -0.0006
H -2.15666 -0.65962 -5.50968  0.0001
P 1.16935 1.00406 -0.31633  0.0398
H 1.54261 2.80328 -3.72228  0.0001
H -3.34161 0.26715 -1.85334  0.0036
O 0.54114 3.27727 1.42557  -0.0115
H 5.22025 1.68142 -1.23920  0.0001
O 2.45053 1.01707 0.59185  0.0099
H -2.01176 -1.21617 -7.92287  0.0000
C -1.37691 -1.72523 -7.20881  0.0001
C 0.20992 2.76612 -2.03742  0.0029
H -3.29352 -1.20361 5.08256  0.0000
C -0.50539 2.37783 1.28953  0.0084
C 1.18595 3.16939 2.69108  -0.0013
C -1.33276 0.07266 1.08830  0.0285
O 1.22364 -0.07629 -1.38003  0.0355
H -0.73865 4.61106 -2.57763  0.0000
H 2.35412 -3.14085 4.74620  0.0000
H 0.73973 -2.63345 5.26639  0.0000
H -1.69256 3.85862 2.18324  0.0151
C -0.48054 -2.69516 -7.64311  0.0001
H -0.41623 -2.94187 -8.69545  0.0000
H -1.65985 0.33111 2.09872  0.0028
H 4.76779 0.53375 1.65340  0.0000
H -3.10789 -0.13423 3.69455  0.0001
H 0.92393 -4.00334 4.15690  0.0000
H 0.48025 3.35684 3.50601  0.0009
O -2.28411 -2.08318 1.95533  0.0017
C -2.87473 -2.24929 3.24323  0.0000
H 1.16355 -0.23952 4.36280  0.0000
N -1.52053 -0.63366 -1.74211  0.0556
H -1.44700 -3.48586 4.31325  0.0000
H 4.54272 0.08914 -0.84963  0.0000
C 1.24275 -2.07565 3.24439  0.0002
C -1.46247 -1.40931 -5.86293  0.0000
H 3.63209 1.21983 -1.86332  0.0002
C 0.04634 4.26266 -1.90482  0.0006
O 1.24728 2.38644 -1.08327  0.0049
H -3.94004 -2.34386 3.01286  0.0000
Mn 0.26602 -1.73369 -0.90803  3.8029
C 1.31824 -3.02290 4.42507  0.0002

Which of these has the lowest molecular weight? C8H12N2O

net charge of number 2 (C8H12N2O)? 0